[1]
A molecular structure, C4H5LiNaO2. Source: the OMol25 dataset; level of theory: ωB97M-V with the def2-TZVPD basis set.

The spin multiplicity is 2. The value obtained for the energy is -12941.708 eV. The value obtained for the energy above the lowest of the compared OMol25 structures with the same formula, charge and spin is 2.0 kcal per mole.

Atoms and positions in Å:
1 Na 1.796381 1.657175 0.084915
2 O 1.280794 -1.284724 -1.857767
3 O 0.635320 1.080424 1.863605
4 C -0.475546 -0.012319 -0.856903
5 C -1.145856 0.527812 0.291618
6 C -0.607138 0.684704 1.683332
7 C 0.508120 -0.989266 -0.852977
8 Li 2.572363 -2.269615 -2.451840
9 H -1.103672 -0.534088 1.421310
10 H -1.374536 1.104432 2.372748
11 H -1.918679 1.275074 0.060945
12 H 0.651657 -1.566988 0.081930
13 H -0.819211 0.327380 -1.840920

Cartesian forces (eV/Å) of the 2 atoms listed first:
-0.8 -0.5 0.4
1.5 -1.0 -1.4

[2]
3 unconnected molecules or ions with the total composition C13H33O6P. Source: the OMol25 dataset; level of theory: ωB97M-V with the def2-TZVPD basis set.

The value obtained for the energy is -35580.669 eV. The value obtained for the energy above the lowest of the compared OMol25 structures with the same formula, charge and spin is 122.2 kcal per mole.

Atoms and positions in Å:
1 P 2.311954 1.498996 0.599345
2 O 0.217024 -3.798172 -0.745441
3 O -4.190713 -1.013173 3.048519
4 O 1.333670 -1.574597 -0.460220
5 O -1.692741 0.539190 2.720249
6 O 0.682268 1.845138 -2.780325
7 O -1.299779 0.915527 -4.771500
8 C -1.713130 0.176828 1.341815
9 C -1.912545 0.163813 -3.729653
10 C 3.758822 -1.528370 0.545909
11 C 2.808937 0.511132 2.158311
12 C -2.940269 1.089437 3.154196
13 C 0.355645 2.540517 -3.987458
14 C -3.383697 -2.175690 3.201102
15 C 1.412772 0.646621 -3.028768
16 C -1.099653 2.283268 -4.403057
17 C 2.990076 -1.103030 1.929667
18 C -3.775321 0.048349 3.912889
19 C 0.435183 -2.657945 -0.032919
20 C 2.718686 -2.033124 -0.647799
21 H 3.517693 1.174065 -0.118440
22 H -1.627559 1.077733 0.727226
23 H 4.412867 -2.491262 0.810615
24 H -3.499379 1.504459 2.306443
25 H 3.740973 1.008580 2.714488
26 H 2.343320 2.707092 1.431336
27 H 2.758034 -3.205602 -0.823163
28 H -0.853931 -0.469724 1.144871
29 H -1.796089 -0.898095 -3.960558
30 H -3.226701 -0.339458 4.778434
31 H -2.317291 -1.936051 3.225024
32 H -2.980428 0.400272 -3.686804
33 H -4.685188 0.536735 4.280794
34 H 1.035941 0.840917 0.483447
35 H -1.793171 2.583677 -3.609752
36 H 1.953421 -1.636435 2.077887
37 H -3.663585 -2.697545 4.121674
38 H -1.454162 0.359609 -2.756632
39 H 2.450865 0.895802 -3.267398
40 H -0.208386 -2.550385 0.966344
41 H 1.393765 0.039288 -2.120020
42 H 3.142253 -1.546947 -1.650281
43 H 1.906642 0.634664 2.929836
44 H 0.979141 0.062918 -3.844889
45 H -3.571795 -2.836197 2.350881
46 H 3.676582 -1.488013 2.827273
47 H 4.545664 -0.727953 0.158772
48 H 0.476908 3.611584 -3.781628
49 H -2.704509 1.914861 3.837823
50 H -1.317997 2.889362 -5.290024
51 H -2.623540 -0.365069 1.072928
52 H 1.051005 2.272165 -4.792438
53 H 1.921448 2.300239 -0.568933

Cartesian forces (eV/Å) of the 2 atoms listed first:
-0.2 1.3 0.4
2.0 7.7 4.6

[3]
CH4Cl2SSi in the gas phase. Source: the OMol25 dataset; level of theory: ωB97M-V with the def2-TZVPD basis set.

The value obtained for the energy is -44859.212 eV. The value obtained for the energy above the lowest of the compared OMol25 structures with the same formula, charge and spin is 37.6 kcal per mole.

Atoms and positions in Å:
1 Cl -0.681443 -2.418541 -0.848602
2 Cl -2.008098 -0.490919 0.911535
3 S 0.635340 2.098261 0.867810
4 Si 1.144528 0.285552 -0.128744
5 C -0.898590 -0.724373 -0.433658
6 H 1.910323 0.531088 -1.326244
7 H -1.331832 -0.228687 -1.306522
8 H 1.691183 -0.674378 0.822288
9 H -0.461409 1.621996 1.442139

Cartesian forces (eV/Å) of the 2 atoms listed first:
0.1 -0.2 0.1
0.2 0.0 0.1

[4]
C17H34N2O2 in the gas phase. Source: the OMol25 dataset; level of theory: ωB97M-V with the def2-TZVPD basis set.

The value obtained for the energy is -25256.014 eV. The value obtained for the energy above the lowest of the compared OMol25 structures with the same formula, charge and spin is 48.8 kcal per mole.

Atoms and positions in Å:
1 O 1.624814 0.025668 1.254552
2 O 1.728180 -0.311716 -0.983258
3 N 2.444702 2.562669 0.108688
4 N -0.102765 3.835189 -0.129952
5 C 3.223477 1.810392 1.065833
6 C -3.992890 -1.992350 -1.254870
7 C -0.644785 -3.933368 -0.560961
8 C 1.141574 4.535885 -0.414672
9 C -2.614762 0.785025 1.076678
10 C -3.603475 -0.320809 0.679427
11 C 2.962374 0.310897 0.891036
12 C 2.260380 3.955632 0.447101
13 C -1.173264 0.304204 1.275630
14 C 3.063340 -0.159557 -0.572702
15 C 0.465422 -2.912621 -0.828221
16 C -2.006491 -3.298920 -0.266425
17 C 0.953178 -0.590442 0.164903
18 C -2.718536 -2.802693 -1.524704
19 C -0.433168 0.043442 -0.033329
20 C 0.870689 -2.113580 0.419217
21 C -3.749863 -0.535090 -0.835607
22 H 1.382789 4.363995 -1.466198
23 H 1.520933 2.143009 0.034795
24 H -4.590719 0.069593 -1.184170
25 H 3.528058 0.588342 -1.214266
26 H 3.641578 -0.253449 1.544980
27 H -0.847140 4.174699 -0.728383
28 H 1.081839 5.623936 -0.242941
29 H -2.983522 -3.673482 -2.131104
30 H 0.155486 -2.223043 -1.613826
31 H 1.848305 -2.442254 0.777095
32 H -2.949111 1.214454 2.024323
33 H 3.195246 4.494294 0.256626
34 H 2.975834 2.070419 2.111518
35 H 3.606503 -1.111793 -0.646974
36 H -1.003644 -0.623963 -0.670507
37 H -0.381868 3.991956 0.833854
38 H -2.632287 1.583297 0.332580
39 H -3.301115 -1.248748 1.163459
40 H -4.587488 -0.070941 1.083837
41 H -2.868126 -0.163066 -1.355886
42 H -2.036562 -2.194531 -2.122438
43 H -4.575598 -1.984207 -2.179422
44 H -0.618266 1.059951 1.833235
45 H 4.288170 2.017937 0.907356
46 H -4.596138 -2.498237 -0.497932
47 H 0.165815 -2.273402 1.234204
48 H -0.296942 0.989617 -0.561585
49 H -0.737453 -4.590443 -1.429087
50 H 1.337954 -3.444833 -1.211504
51 H -2.646452 -4.036005 0.225822
52 H -1.860027 -2.474049 0.425744
53 H 2.003518 4.096000 1.515562
54 H -0.347827 -4.553124 0.288740
55 H -1.179797 -0.599125 1.888898

Cartesian forces (eV/Å) of the 2 atoms listed first:
-0.2 0.1 0.0
-0.3 0.1 -0.1

[5]
A molecular structure, C15H21BrF2N4O6Sn. Source: the OMol25 dataset; level of theory: ωB97M-V with the def2-TZVPD basis set.

As for the charge: +2. The value obtained for the energy is -115421.814 eV. The value obtained for the energy above the lowest of the compared OMol25 structures with the same formula, charge and spin is 84.8 kcal per mole.

Atoms and positions in Å:
1 Sn 4.425583 1.225155 -0.323810
2 Br 4.250118 -0.319301 -2.190858
3 F 1.741430 1.222642 -3.229649
4 F 1.423985 1.562170 1.296394
5 O -2.606983 3.814293 -0.096980
6 O -0.306820 2.117706 -2.820411
7 O -0.354048 -1.423764 -3.033007
8 O 5.017210 -2.248471 -0.310469
9 O 0.247108 -1.522593 -0.147388
10 O 0.936823 3.027060 -0.349015
11 N 0.984858 -0.432052 3.532812
12 N -0.072348 -4.014201 -2.871878
13 N -2.219448 -1.801477 -1.586819
14 N 0.697518 0.773099 -1.048034
15 C -0.268549 -0.288312 -0.711837
16 C 2.581958 -2.534847 -0.559049
17 C 0.601474 1.423838 -2.347044
18 C -1.336275 0.204679 0.435983
19 C -0.885875 -2.030343 3.054565
20 C 1.533839 -2.290490 1.778503
21 C -1.153243 -0.828240 -1.985146
22 C 0.984240 1.794452 -0.065258
23 C 0.630773 -1.498985 2.840063
24 C -0.188107 -2.812707 -2.932254
25 C -2.326905 1.370425 -0.056101
26 C 1.567720 -1.566613 0.300095
27 C 3.977541 -1.825219 -0.887443
28 C -2.194240 2.758522 0.798041
29 C -1.809064 5.019093 0.043849
30 H -2.982698 -1.320276 -1.059091
31 H -2.255461 1.650169 -1.161136
32 H 2.836360 -3.488837 0.049130
33 H 2.132295 -2.898843 -1.546129
34 H -1.338567 -2.413559 2.057123
35 H -0.775184 4.866221 0.506653
36 H -1.621193 5.408521 -1.034837
37 H -0.790563 -2.944918 3.759086
38 H -2.433907 5.833791 0.558252
39 H -2.018779 -0.692773 0.714963
40 H -1.747574 0.036185 -2.483955
41 H 1.965383 -0.209760 3.253304
42 H 1.019286 -3.309675 1.590700
43 H 2.599900 -2.478785 2.173039
44 H -1.558473 -1.245479 3.546835
45 H 2.165555 -0.610114 0.478610
46 H -3.421555 1.026128 0.117659
47 H -2.946422 2.675554 1.679625
48 H -1.164194 2.899160 1.276511
49 H -2.737204 -2.081950 -2.452544
50 H -0.807278 0.423725 1.448346

Cartesian forces (eV/Å) of the 2 atoms listed first:
0.0 1.4 1.7
-0.3 -0.4 -2.4

[6]
C5H11NO2 in the gas phase. Source: the OMol25 dataset; level of theory: ωB97M-V with the def2-TZVPD basis set.

The value obtained for the energy is -10946.009 eV. The value obtained for the energy above the lowest of the compared OMol25 structures with the same formula, charge and spin is 75.1 kcal per mole.

Atoms and positions in Å:
1 O -1.588022 -2.061282 0.811116
2 O -1.125205 -0.613428 -1.421473
3 N 0.736827 0.406607 -0.274733
4 C 1.532972 0.170443 -1.457231
5 C -0.673872 -0.007638 -0.289599
6 C -0.735482 -1.462640 -0.035541
7 C 1.402300 0.577063 0.989887
8 C -1.616355 0.915016 0.471992
9 H -1.738782 0.611577 1.528992
10 H -2.399710 -1.534785 0.886625
11 H 2.323586 0.927599 -1.493769
12 H 2.466848 0.792220 0.866899
13 H -2.596407 0.924978 -0.027858
14 H 0.970543 1.427757 1.532828
15 H 1.981926 -0.830879 -1.453205
16 H -1.236987 1.925030 0.413189
17 H 0.918890 0.279971 -2.351544
18 H 1.315212 -0.313167 1.631612
19 H 0.061721 -2.134442 -0.328186

Cartesian forces (eV/Å) of the 2 atoms listed first:
-1.2 -0.3 -0.8
-0.5 -1.5 0.4